No. 1
# C35H48BiBrClN2SbSi3

A molecular structure, C35H48BiBrClN2SbSi3 (ωB97M-V/def2-TZVPD, the OMol25 dataset).

The total energy comes out at -158631.1404 eV. As for the orbital gap: 8.348 eV.

XYZ file:
```
92
Properties=species:S:1:pos:R:3:forces:R:3:lowdin_charge:R:1
Bi 0.651527 -1.988749 -1.083542 0.2 -0.1 -0.1 1.60
C -0.799256 1.511341 2.604460 0.1 0.0 0.0 -0.30
Sb 0.522253 0.885840 1.029031 -0.1 -0.1 -0.2 1.41
C -0.619277 -0.993572 0.563073 -0.1 0.3 0.2 -0.68
C -1.987241 -0.804509 -0.003751 0.3 0.0 -0.1 -0.49
C -2.227959 -0.502135 -1.350893 0.0 0.1 -0.1 -0.11
C -3.521491 -0.463029 -1.821369 0.0 0.0 0.0 -0.08
C -4.568216 -0.687698 -0.937068 0.0 0.0 0.0 -0.07
C -4.246807 -0.934312 0.385758 -0.1 0.0 -0.1 -0.13
N -2.999681 -1.001128 0.844415 -0.1 -0.1 0.0 0.08
Si -0.690494 -1.979840 2.216935 0.1 0.0 -0.2 0.40
C 1.046950 -1.996857 2.925743 0.0 0.0 0.0 -0.19
C -1.741738 -1.448067 3.682882 0.0 0.0 0.0 -0.19
C -1.242424 -3.730871 1.839575 0.0 0.1 0.0 -0.17
C 0.172878 2.772995 -0.170562 0.1 0.0 0.1 -0.53
C 0.542538 2.490147 -1.597322 -0.1 0.1 0.1 -0.44
C 0.686316 3.516802 -2.542545 0.1 0.0 0.0 -0.07
C 1.120725 3.230890 -3.817533 0.0 0.1 0.0 -0.05
C 1.413458 1.917474 -4.150013 0.0 -0.1 0.0 -0.07
C 1.233019 0.961166 -3.171929 0.0 0.0 -0.1 -0.17
N 0.802902 1.225539 -1.937047 0.0 -0.1 0.0 0.03
Si -1.492836 3.695063 -0.011386 0.0 0.0 0.0 0.47
C -2.963283 2.562848 -0.207502 0.0 0.0 0.0 -0.16
C -1.653926 4.675733 1.582613 0.0 0.0 -0.1 -0.17
C -1.777432 4.970675 -1.370056 0.0 0.0 0.0 -0.18
Si 1.668091 3.795740 0.507928 -0.1 0.0 -0.1 0.41
C 1.662179 5.584368 -0.078947 0.0 -0.1 0.0 -0.17
C 1.753744 3.834503 2.381153 0.0 0.0 -0.1 -0.19
C 3.263379 3.034326 -0.110378 0.0 -0.1 0.0 -0.17
H -0.688853 0.854058 3.454254 0.1 -0.1 0.1 -0.02
H -1.836474 1.488665 2.284774 -0.1 0.0 0.0 0.01
H -0.522689 2.512681 2.911381 0.0 0.0 0.0 -0.03
H -1.406764 -0.292722 -2.026842 0.0 0.0 0.1 0.08
H -3.713656 -0.251699 -2.865315 0.0 0.0 0.0 0.11
H -5.597920 -0.664311 -1.259411 -0.1 0.0 0.0 0.10
H -5.025766 -1.100713 1.120165 -0.1 0.0 0.0 0.11
H 1.331966 -1.010099 3.296778 0.0 0.0 0.0 0.01
H 1.815251 -2.311772 2.226816 0.1 0.0 -0.1 0.00
H 1.072537 -2.677936 3.778082 0.0 -0.1 0.1 0.04
H -1.209196 -0.771887 4.345803 0.0 0.0 0.1 0.01
H -1.924549 -2.363351 4.249353 -0.1 -0.1 0.1 0.03
H -2.702142 -1.015285 3.416805 0.0 0.0 0.0 0.02
H -0.652552 -4.198044 1.058946 0.0 -0.1 -0.1 0.00
H -2.288079 -3.752837 1.539391 -0.1 0.0 0.0 0.03
H -1.149193 -4.339877 2.739607 0.0 0.0 0.1 0.04
H 0.473644 4.534123 -2.265344 0.0 0.0 0.0 0.07
H 1.236383 4.026008 -4.543379 0.0 0.0 0.0 0.11
H 1.765292 1.641042 -5.132687 0.0 0.0 0.0 0.10
H 1.440215 -0.080706 -3.384045 0.0 -0.1 0.0 0.06
H -3.081276 1.811587 0.568993 0.0 -0.1 0.1 0.01
H -2.893104 2.042013 -1.158541 0.0 0.0 -0.1 0.02
H -3.872165 3.165852 -0.232111 -0.1 0.1 0.0 0.04
H -1.672875 4.070019 2.482364 0.0 0.0 0.1 0.01
H -2.601451 5.215086 1.534506 -0.1 0.0 0.0 0.04
H -0.867700 5.420314 1.688617 0.1 0.1 0.0 0.02
H -1.837095 4.522401 -2.360587 0.0 0.0 -0.1 0.04
H -1.049226 5.777162 -1.403699 0.1 0.1 0.0 0.02
H -2.749224 5.420540 -1.155702 -0.1 0.0 0.0 0.04
H 0.688593 6.059944 -0.019498 -0.2 0.1 0.0 0.01
H 2.021686 5.669919 -1.102578 0.0 0.0 -0.1 0.03
H 2.342053 6.158911 0.551157 0.1 0.0 0.1 0.04
H 0.881521 4.282503 2.848785 -0.1 0.1 0.0 0.02
H 2.620065 4.442637 2.645869 0.1 0.1 0.0 0.04
H 1.909208 2.848386 2.816114 0.0 -0.1 0.0 0.01
H 3.276437 2.932750 -1.194945 0.0 0.0 -0.1 0.03
H 3.438937 2.049255 0.323368 0.0 0.0 0.0 0.02
H 4.096018 3.680087 0.172320 0.1 0.0 0.0 0.04
Cl 6.935076 -2.932021 2.696989 0.0 0.0 0.0 0.65
C 5.455158 -3.196583 1.819298 0.0 0.0 0.0 -0.67
C 4.590204 -4.199234 2.220440 0.0 0.0 0.0 -0.10
C 3.411646 -4.396834 1.519532 0.0 0.1 0.0 -0.05
C 3.075038 -3.605396 0.423584 0.0 0.1 0.0 -0.35
C 1.792838 -3.822505 -0.311229 -0.1 0.0 0.1 -0.31
C 3.973201 -2.610647 0.040172 0.0 0.0 0.0 -0.07
C 5.156860 -2.398600 0.727313 0.0 0.0 0.0 -0.10
H 4.836779 -4.814515 3.074141 0.0 0.0 0.0 0.11
H 2.730092 -5.173513 1.840601 0.0 0.0 0.0 0.12
H 1.119543 -4.487823 0.221575 0.1 -0.1 0.0 0.03
H 1.990648 -4.279549 -1.283675 0.0 0.0 -0.1 0.05
H 3.742246 -1.972886 -0.805250 0.0 0.0 0.0 0.09
H 5.841787 -1.619327 0.424660 0.0 0.0 0.0 0.10
Br -3.464540 -6.603851 -4.193164 0.0 0.0 0.0 0.72
C -2.394376 -5.319044 -3.300916 0.0 0.0 0.0 -0.70
C -2.860524 -4.737077 -2.134055 0.0 0.0 0.0 -0.12
C -2.074376 -3.794658 -1.485746 0.0 0.0 -0.1 -0.12
C -0.828097 -3.431024 -1.983306 0.0 0.1 0.0 -0.36
C -0.395815 -4.025369 -3.165480 0.0 0.0 0.0 -0.15
C -1.165600 -4.972177 -3.829830 0.0 0.0 0.0 -0.14
H -3.827602 -5.012682 -1.737579 0.0 0.0 0.0 0.10
H -2.462663 -3.337985 -0.588808 0.0 0.0 0.1 0.07
H 0.563205 -3.756886 -3.595831 0.1 0.0 0.0 0.09
H -0.816480 -5.429204 -4.744720 0.0 0.0 0.0 0.10
```
Forces are in eV/Å.

***

No. 2
# C3H15NO4

6 unconnected molecules or ions with the total composition C3H15NO4 (ωB97M-V/def2-TZVPD, the OMol25 dataset).

The total energy comes out at -13029.0609 eV. The value obtained for the energy above the lowest of the compared OMol25 structures with the same formula, charge and spin is 5.977 eV. As for the orbital gap: 3.649 eV.

XYZ file:
```
23
Properties=species:S:1:pos:R:3:forces:R:3:lowdin_charge:R:1
N 0.663805 0.982149 -1.843700 -0.2 -0.1 0.0 0.03
C -2.598688 -0.745650 -0.448300 -0.3 -2.1 0.4 0.17
C -0.957233 -1.184007 1.252242 -0.1 -0.6 0.8 0.23
C -1.331586 -1.043803 -0.061799 1.2 0.5 -1.5 -0.18
H 0.895301 1.179703 -2.812152 0.0 0.0 0.1 0.01
H 0.250105 1.830887 -1.472320 0.1 0.1 0.1 0.01
H -3.385724 -0.801594 0.290519 -0.3 0.6 0.0 0.10
H -2.846186 -0.865295 -1.493174 -0.2 0.7 -0.1 0.11
H 0.058561 -1.538657 1.483245 -0.2 0.2 -0.1 0.10
H -1.701709 -1.071047 2.048639 0.4 0.2 -0.1 0.12
H -0.571296 -1.154596 -0.843332 0.1 0.1 0.4 0.10
H 1.973689 0.903909 1.044254 -0.6 0.2 0.6 0.02
H 0.511776 0.474873 1.256108 0.6 1.0 0.3 -0.04
O 1.147812 1.106057 1.666474 0.3 -1.2 -1.3 -0.14
H -2.675571 2.187854 1.253544 0.4 0.0 -0.3 0.06
H -2.161132 1.123353 0.285784 0.1 -0.3 -0.1 -0.06
O -2.032156 2.027673 0.541819 -0.4 0.7 0.5 -0.02
H 2.107150 -2.447005 -0.585296 0.4 -0.6 -0.4 0.01
H 2.352616 -0.925137 -0.175024 -0.1 0.0 0.3 -0.01
O 1.689428 -1.739778 -0.116141 -0.3 0.8 0.4 -0.15
H 3.985944 0.438992 0.208598 -0.6 -0.1 -0.2 -0.03
H 1.549656 0.837440 -1.346733 0.0 0.1 0.0 -0.02
O 3.075446 0.423688 -0.133258 -0.1 -0.2 0.4 -0.40
```
Forces are in eV/Å.

***

Q: What is the orbital gap in the first record?
A: 8.348 eV